Formula: C12H18FN5O4P
Source: OMol25
Level of theory: ωB97M-V with the def2-TZVPD basis set

The geometry in XYZ format:
```
41
C12H18FN5O4P (ωB97M-V with the def2-TZVPD basis set)
C 2.52 1.54 -2.50
C 1.53 2.20 -1.58
O 1.34 3.39 -1.61
N 0.85 1.31 -0.69
C -0.57 1.71 -0.44
C 1.68 1.15 0.50
C 1.73 2.34 1.36
N 1.78 3.27 2.03
C 1.35 -0.16 1.35
C 0.52 -1.05 0.54
N -0.09 -1.54 -0.30
P 0.36 0.21 2.93
N 1.16 0.46 4.25
C 2.63 -0.95 1.67
O 2.97 -1.35 2.74
N 3.44 -1.22 0.51
C 3.68 -2.61 0.34
O 2.92 -3.49 0.49
F 4.95 -2.81 -0.03
H 3.27 2.28 -2.77
H 2.98 0.67 -2.03
H 1.98 1.23 -3.39
H -1.25 0.91 -0.76
H -0.76 1.90 0.61
H -0.82 2.59 -1.01
H 2.71 1.04 0.15
H -0.56 -0.85 2.94
H -0.39 1.33 2.56
H 0.92 -0.26 4.92
H 2.97 -0.88 -0.33
C -5.16 -0.38 -0.84
C -3.80 -0.71 -1.50
C -3.46 -2.18 -1.17
O -2.83 0.13 -1.06
H -5.07 -0.47 0.24
H -5.45 0.64 -1.08
H -5.96 -1.05 -1.18
H -3.99 -0.69 -2.61
H -3.34 -2.30 -0.09
H -2.51 -2.45 -1.65
H -4.22 -2.90 -1.51
```

Calculated values
HOMO: -3.257 eV
E_tot: -1483.9393 hartree
Strongest force on any atom: 0.024 hartree/bohr
Total charge: -1
Gap between HOMO and LUMO: 0.2070 Eh